2 unconnected molecules or ions with the total composition C3H8N3O at a distorted geometry, computed with ωB97M-V/def2-TZVPD.

Last columns: bonded neighbours and bond lengths (Å).
Positions of all 15 atoms, in Å:
1 C -1.28468 0.18536 0.74402  C3 1.267, O7 1.202
2 C 2.19366 -0.33710 -0.28173  N4 1.271, N6 1.363, H8 1.048
3 C -2.38473 -0.16610 0.22177  C1 1.267, N5 1.443, H9 1.149
4 N 2.35167 -0.78805 0.89641  C2 1.271, H10 0.979, H11 0.991
5 N -2.87153 0.09183 -1.11145  C3 1.443, H12 0.982, H13 1.040
6 N 1.69958 0.91425 -0.50181  C2 1.363, H14 0.974, H15 0.957
7 O -0.24555 0.52944 1.24149  C1 1.202
8 H 2.78402 -0.79376 -1.01712  C2 1.048
9 H -3.05071 -0.86848 0.84118  C3 1.149
10 H 2.65105 -1.69894 1.09319  N4 0.979
11 H 1.86397 -0.39651 1.66498  N4 0.991
12 H -2.46765 0.92366 -1.44242  N5 0.982
13 H -3.86670 -0.18056 -1.24138  N5 1.040
14 H 1.35464 1.46262 0.22524  N6 0.974
15 H 1.27297 1.12234 -1.33237  N6 0.957

Its total charge is +1. The HOMO energy is -11.57 eV. For the frontier orbital gap, the calculation gives 7.553 eV. The calculation puts the energy above the lowest of the compared OMol25 structures with the same formula, charge and spin at 2.377 eV.

=====

15 unconnected molecules or ions with the total composition C69H106NO37S8 at a distorted geometry, computed with ωB97M-V/def2-TZVPD.

Last columns: bonded neighbours and bond lengths (Å).
Positions of all 221 atoms, in Å:
1 C -1.44117 0.12724 -2.84506  C2 1.531, H12 1.090, H13 1.090, H14 1.090
2 C -0.15204 0.22253 -2.02426  C1 1.531, C3 1.568, N7 1.539, C11 1.540
3 C -0.20722 1.60188 -1.28149  C2 1.568, C4 1.559, H15 1.090, H16 1.090
4 C 0.58565 1.87364 0.03260  C3 1.559, C5 1.597, H17 1.090, H18 1.090
5 C -0.02863 0.77356 1.01352  C4 1.597, C6 1.516, H19 1.090, H20 1.090
6 C 0.22652 -0.64260 0.53646  C5 1.516, N7 1.551, C9 1.528, C10 1.512
7 N -0.09531 -0.88861 -0.96023  C2 1.539, C6 1.551, O8 1.364
8 O 0.09165 -2.15962 -1.41842  N7 1.364
9 C -0.79107 -1.46741 1.32358  C6 1.528, H21 1.090, H22 1.090, H23 1.090
10 C 1.64491 -1.10586 0.78367  C6 1.512, H24 1.090, H25 1.090, H26 1.090
11 C 1.11227 0.10160 -2.89571  C2 1.540, H27 1.090, H28 1.090, H29 1.090
12 H -2.23946 0.34878 -2.13672  C1 1.090
13 H -1.50137 -0.90201 -3.19877  C1 1.090
14 H -1.43049 0.74561 -3.74261  C1 1.090
15 H -1.22784 1.84752 -0.98806  C3 1.090
16 H 0.13146 2.37435 -1.97192  C3 1.090
17 H 0.63390 2.92716 0.30803  C4 1.090
18 H 1.65914 1.69496 -0.02891  C4 1.090
19 H -1.08916 0.99989 1.12373  C5 1.090
20 H 0.46815 0.96232 1.96519  C5 1.090
21 H -0.73009 -2.48654 0.94179  C9 1.090
22 H -1.83317 -1.15078 1.36697  C9 1.090
23 H -0.67208 -1.62404 2.39569  C9 1.090
24 H 2.24774 -0.55776 0.05960  C10 1.090
25 H 1.88320 -2.14374 0.55100  C10 1.090
26 H 2.10305 -0.90941 1.75300  C10 1.090
27 H 1.26509 0.78882 -3.72786  C11 1.090
28 H 1.18279 -0.92459 -3.25637  C11 1.090
29 H 1.91878 0.25385 -2.17845  C11 1.090
30 O 4.03286 -3.55927 1.15292  S31 1.466
31 S 3.05612 -4.60634 1.46801  O30 1.466, O32 1.421, O33 1.622, C36 1.828
32 O 2.05368 -4.41972 2.45707  S31 1.421
33 O 2.27844 -5.06636 0.12100  S31 1.622, C34 1.470
34 C 2.98586 -5.51240 -1.08753  O33 1.470, C35 1.546, H37 1.090, H38 1.090
35 C 1.96252 -5.52523 -2.24643  C34 1.546, H39 1.090, H40 1.090, H41 1.090
36 C 3.95858 -6.13162 1.91559  S31 1.828, H42 1.090, H43 1.090, H44 1.090
37 H 3.41998 -6.49826 -0.92108  C34 1.090
38 H 3.78837 -4.82849 -1.36381  C34 1.090
39 H 2.48490 -5.90188 -3.12583  C35 1.090
40 H 1.55779 -4.58243 -2.61444  C35 1.090
41 H 1.05650 -6.09459 -2.03892  C35 1.090
42 H 3.71592 -6.97883 1.27414  C36 1.090
43 H 3.59971 -6.39965 2.90930  C36 1.090
44 H 5.03476 -5.95860 1.92045  C36 1.090
45 O -2.80631 -2.74079 -1.65640  S46 1.441
46 S -2.55471 -4.15635 -1.75582  O45 1.441, O47 1.448, O48 1.623, C51 1.902
47 O -1.24905 -4.76384 -1.60194  S46 1.448
48 O -3.58344 -4.90021 -0.74504  S46 1.623, C49 1.433
49 C -4.11773 -4.18004 0.37304  O48 1.433, C50 1.483, H52 1.090, H53 1.090
50 C -5.04706 -4.98835 1.19891  C49 1.483, H54 1.090, H55 1.090, H56 1.090
51 C -3.32868 -4.85434 -3.34687  S46 1.902, H57 1.090, H58 1.090, H59 1.090
52 H -4.69827 -3.35958 -0.04878  C49 1.090
53 H -3.33106 -3.64125 0.90118  C49 1.090
54 H -4.57753 -5.69606 1.88213  C50 1.090
55 H -5.72887 -5.57047 0.57893  C50 1.090
56 H -5.68937 -4.30689 1.75672  C50 1.090
57 H -2.78169 -4.33047 -4.13076  C51 1.090
58 H -4.35628 -4.53373 -3.17558  C51 1.090
59 H -3.23029 -5.92945 -3.49703  C51 1.090
60 O 0.89707 -1.76222 4.27517  S61 1.458
61 S 1.72166 -2.58368 5.15308  O60 1.458, O62 1.485, O63 1.663, C66 1.887
62 O 3.14844 -2.77485 4.78951  S61 1.485
63 O 1.71068 -1.87662 6.65818  S61 1.663, C64 1.397
64 C 2.70867 -2.23592 7.56677  O63 1.397, C65 1.528, H67 1.090, H68 1.090
65 C 2.17953 -2.31687 8.99753  C64 1.528, H69 1.090, H70 1.090, H71 1.090
66 C 0.77023 -4.09736 5.75820  S61 1.887, H72 1.090, H73 1.090, H74 1.090
67 H 3.53118 -1.52068 7.56913  C64 1.090
68 H 3.14248 -3.21109 7.34553  C64 1.090
69 H 1.30769 -2.96486 9.08755  C65 1.090
70 H 1.90646 -1.31541 9.33011  C65 1.090
71 H 3.03103 -2.71147 9.55191  C65 1.090
72 H 0.47932 -4.60553 4.83884  C66 1.090
73 H -0.02880 -3.72502 6.39930  C66 1.090
74 H 1.49587 -4.58788 6.40700  C66 1.090
75 O -2.33331 7.30321 4.08597  S76 1.464
76 S -2.70978 6.02538 3.47783  O75 1.464, O77 1.480, O78 1.675, C81 1.842
77 O -4.05402 5.95491 2.86276  S76 1.480
78 O -1.56463 5.46367 2.39190  S76 1.675, C79 1.398
79 C -0.24595 5.18500 2.76180  O78 1.398, C80 1.523, H82 1.090, H83 1.090
80 C 0.54043 6.39203 3.25640  C79 1.523, H84 1.090, H85 1.090, H86 1.090
81 C -2.46600 4.73711 4.77132  S76 1.842, H87 1.090, H88 1.090, H89 1.090
82 H 0.26728 4.88992 1.84658  C79 1.090
83 H -0.21627 4.38685 3.50354  C79 1.090
84 H 0.65284 7.13292 2.46486  C80 1.090
85 H 1.57945 6.11469 3.43423  C80 1.090
86 H 0.17620 6.91628 4.13992  C80 1.090
87 H -1.52818 4.93263 5.29128  C81 1.090
88 H -2.57508 3.77628 4.26832  C81 1.090
89 H -3.31808 4.81952 5.44607  C81 1.090
90 O 7.28424 -4.34702 -2.22794  S91 1.443
91 S 7.69289 -3.05627 -2.72647  O90 1.443, O92 1.469, O93 1.640, C96 1.782
92 O 8.09295 -2.86600 -4.12679  S91 1.469
93 O 6.47910 -2.01603 -2.35827  S91 1.640, C94 1.378
94 C 5.74178 -2.28268 -1.22455  O93 1.378, C95 1.510, H97 1.090, H98 1.090
95 C 4.66675 -1.22468 -1.29333  C94 1.510, H99 1.090, H100 1.090, H101 1.090
96 C 8.92932 -2.37820 -1.63684  S91 1.782, H102 1.090, H103 1.090, H104 1.090
97 H 6.26048 -2.06865 -0.29008  C94 1.090
98 H 5.34773 -3.29444 -1.12884  C94 1.090
99 H 4.99895 -0.19922 -1.45515  C95 1.090
100 H 3.96385 -1.23056 -0.46026  C95 1.090
101 H 4.14050 -1.52837 -2.19827  C95 1.090
102 H 8.35251 -2.20539 -0.72826  C96 1.090
103 H 9.36122 -1.39918 -1.84442  C96 1.090
104 H 9.60702 -3.23159 -1.61334  C96 1.090
105 O 1.05925 4.48694 6.60065  S106 1.481
106 S 1.29414 3.04764 6.34189  O105 1.481, O107 1.445, O108 1.692, C111 1.770
107 O 1.04277 2.08693 7.39126  S106 1.445
108 O 0.36798 2.66580 4.97789  S106 1.692, C109 1.449
109 C -0.19578 1.33268 4.90337  O108 1.449, C110 1.533, H112 1.090, H113 1.090
110 C -1.47435 1.21424 4.06561  C109 1.533, H114 1.090, H115 1.090, H116 1.090
111 C 2.93434 2.79898 5.72394  S106 1.770, H117 1.090, H118 1.090, H119 1.090
112 H -0.35541 0.77883 5.82850  C109 1.090
113 H 0.60394 0.84742 4.34385  C109 1.090
114 H -1.55989 2.04885 3.36977  C110 1.090
115 H -2.31550 1.10523 4.75021  C110 1.090
116 H -1.45798 0.27499 3.51276  C110 1.090
117 H 3.55040 2.82898 6.62265  C111 1.090
118 H 3.23104 3.68815 5.16766  C111 1.090
119 H 2.91125 1.84767 5.19235  C111 1.090
120 O -6.98987 -2.20886 2.49502  S121 1.457
121 S -5.99880 -1.66502 3.41394  O120 1.457, O122 1.463, O123 1.683, C126 1.893
122 O -6.28137 -1.27284 4.79429  S121 1.463
123 O -4.63171 -2.64713 3.40770  S121 1.683, C124 1.440
124 C -3.60731 -2.52444 4.41181  O123 1.440, C125 1.509, H127 1.090, H128 1.090
125 C -2.52949 -3.55845 4.19417  C124 1.509, H129 1.090, H130 1.090, H131 1.090
126 C -5.31679 -0.19962 2.42920  S121 1.893, H132 1.090, H133 1.090, H134 1.090
127 H -4.04363 -2.81358 5.36791  C124 1.090
128 H -3.20203 -1.51959 4.53064  C124 1.090
129 H -2.75406 -4.52176 4.65209  C125 1.090
130 H -1.57283 -3.24321 4.61073  C125 1.090
131 H -2.28713 -3.71186 3.14259  C125 1.090
132 H -6.14292 0.50925 2.48509  C126 1.090
133 H -4.95276 -0.52975 1.45627  C126 1.090
134 H -4.49920 0.22253 3.01353  C126 1.090
135 O -3.76627 2.70285 2.39958  S136 1.487
136 S -3.82033 2.66055 0.91431  O135 1.487, O137 1.438, O138 1.655, C141 1.899
137 O -3.33614 1.50658 0.20496  S136 1.438
138 O -5.42209 2.86372 0.54971  S136 1.655, C139 1.376
139 C -6.06171 3.96279 1.07621  O138 1.376, C140 1.537, H142 1.090, H143 1.090
140 C -7.46005 3.97782 0.43770  C139 1.537, H144 1.090, H145 1.090, H146 1.090
141 C -3.11083 4.24976 0.15427  S136 1.899, H147 1.090, H148 1.090, H149 1.090
142 H -5.67273 4.94524 0.80863  C139 1.090
143 H -6.06276 3.74007 2.14322  C139 1.090
144 H -7.81674 2.95488 0.55796  C140 1.090
145 H -7.27297 4.13537 -0.62451  C140 1.090
146 H -8.16118 4.68356 0.88316  C140 1.090
147 H -2.04984 4.08941 -0.03731  C141 1.090
148 H -3.27245 5.04487 0.88213  C141 1.090
149 H -3.55373 4.35219 -0.83640  C141 1.090
150 C 5.11408 -1.07757 -5.21575  C151 1.352, C156 1.460, H158 1.080
151 C 5.31546 0.25937 -5.21914  C150 1.352, C152 1.471, H159 1.080
152 C 4.21542 1.14124 -5.63766  C151 1.471, O153 1.227, C154 1.482
153 O 4.28197 2.33611 -5.91051  C152 1.227
154 C 2.93162 0.45073 -5.90560  C152 1.482, C155 1.336, H160 1.080
155 C 2.83075 -0.88046 -5.95620  C154 1.336, C156 1.461, H161 1.080
156 C 3.93089 -1.80001 -5.67479  C150 1.460, C155 1.461, O157 1.196
157 O 3.82842 -2.98271 -5.82419  C156 1.196
158 H 5.99684 -1.65759 -4.99056  C150 1.080
159 H 6.27306 0.64513 -4.90199  C151 1.080
160 H 2.06479 1.09479 -5.89149  C154 1.080
161 H 1.83781 -1.29935 -6.02690  C155 1.080
162 C 5.14578 4.23926 -3.31752  C163 1.355, C168 1.444, H170 1.080
163 C 5.52663 5.53169 -3.17332  C162 1.355, C164 1.449, H171 1.080
164 C 5.28214 6.32790 -1.98733  C163 1.449, O165 1.206, C166 1.494
165 O 5.56413 7.48637 -1.80475  C164 1.206
166 C 4.23779 5.70618 -1.11835  C164 1.494, C167 1.323, H172 1.080
167 C 3.66544 4.54436 -1.38920  C166 1.323, C168 1.533, H173 1.080
168 C 4.14538 3.59872 -2.49649  C162 1.444, C167 1.533, O169 1.191
169 O 3.71068 2.50026 -2.65159  C168 1.191
170 H 5.39304 3.71168 -4.22687  C162 1.080
171 H 6.31173 5.90985 -3.81129  C163 1.080
172 H 3.76588 6.29755 -0.34765  C166 1.080
173 H 2.97326 4.15923 -0.65506  C167 1.080
174 C 7.03646 1.06738 3.39345  C175 1.388, C180 1.418, H182 1.080
175 C 5.79746 1.68685 3.30177  C174 1.388, C176 1.448, H183 1.080
176 C 4.55695 0.97380 3.07810  C175 1.448, O177 1.193, C178 1.433
177 O 3.48925 1.44764 2.83636  C176 1.193
178 C 4.74629 -0.44244 2.96504  C176 1.433, C179 1.394, H184 1.080
179 C 5.95148 -1.13977 3.03987  C178 1.394, C180 1.519, H185 1.080
180 C 7.20889 -0.33910 3.33125  C174 1.418, C179 1.519, O181 1.186
181 O 8.28303 -0.83132 3.43358  C180 1.186
182 H 7.91877 1.58937 3.73323  C174 1.080
183 H 5.79257 2.75971 3.42569  C175 1.080
184 H 3.87017 -1.06006 2.83328  C178 1.080
185 H 5.97525 -2.18246 2.75945  C179 1.080
186 C -2.70912 6.06778 -5.33225  C187 1.362, C192 1.438, H194 1.080
187 C -2.43368 5.36287 -4.19971  C186 1.362, C188 1.540, H195 1.080
188 C -3.12372 4.04907 -3.78923  C187 1.540, O189 1.223, C190 1.495
189 O -2.77190 3.29704 -2.89073  C188 1.223
190 C -4.04967 3.58870 -4.86937  C188 1.495, C191 1.353, H196 1.080
191 C -4.30946 4.31262 -5.98201  C190 1.353, C192 1.486, H197 1.080
192 C -3.70268 5.63666 -6.27876  C186 1.438, C191 1.486, O193 1.211
193 O -3.85285 6.32558 -7.26309  C192 1.211
194 H -2.21693 7.00529 -5.54489  C186 1.080
195 H -1.64798 5.76870 -3.57973  C187 1.080
196 H -4.57847 2.66006 -4.71316  C190 1.080
197 H -4.99993 3.86164 -6.67934  C191 1.080
198 C -6.57845 -1.81552 -1.78101  C199 1.352, C204 1.491, H206 1.080
199 C -5.86534 -0.68659 -1.99382  C198 1.352, C200 1.505, H207 1.080
200 C -5.12908 -0.42149 -3.27951  C199 1.505, O201 1.239, C202 1.419
201 O -4.49216 0.60118 -3.57077  C200 1.239
202 C -5.35214 -1.42344 -4.25961  C200 1.419, C203 1.313, H208 1.080
203 C -6.04732 -2.52106 -4.07235  C202 1.313, C204 1.501, H209 1.080
204 C -6.70853 -2.91183 -2.78315  C198 1.491, C203 1.501, O205 1.258
205 O -7.26917 -4.01367 -2.55182  C204 1.258
206 H -7.02361 -1.87120 -0.79860  C198 1.080
207 H -5.78425 0.08161 -1.23903  C199 1.080
208 H -4.87071 -1.22248 -5.20526  C202 1.080
209 H -6.19472 -3.21560 -4.88615  C203 1.080
210 C -2.73464 -0.07898 -6.63689  C211 1.350, C216 1.505, H218 1.080
211 C -3.65805 -0.07591 -7.62126  C210 1.350, C212 1.495, H219 1.080
212 C -3.90627 -1.20706 -8.56596  C211 1.495, O213 1.244, C214 1.513
213 O -4.86776 -1.30438 -9.34882  C212 1.244
214 C -2.96496 -2.36378 -8.31231  C212 1.513, C215 1.426, H220 1.080
215 C -2.02513 -2.31282 -7.24090  C214 1.426, C216 1.443, H221 1.080
216 C -1.66860 -1.13185 -6.49278  C210 1.505, C215 1.443, O217 1.243
217 O -0.67241 -1.21257 -5.75345  C216 1.243
218 H -2.77042 0.82889 -6.05303  C210 1.080
219 H -4.41813 0.69081 -7.64975  C211 1.080
220 H -2.88253 -3.25295 -8.91975  C214 1.080
221 H -1.42094 -3.18519 -7.04008  C215 1.080

As for the expectation value of S²: 0.7548. Its total charge is 0. The spin multiplicity is 2. The HOMO energy (spin up / spin down) is -7.77 / -8.89 eV. For the frontier orbital gap (spin up / spin down), the calculation gives 5.514 / 6.631 eV.

=====

2 unconnected molecules or ions with the total composition C11H15NO at a distorted geometry, computed with ωB97M-V/def2-TZVPD.

Last columns: bonded neighbours and bond lengths (Å).
Positions of all 28 atoms, in Å:
1 C -0.77916 -1.34136 1.48684  C2 1.485, O3 1.394, H4 1.279, H5 1.136
2 C -2.10787 -1.94008 1.20008  C1 1.485, H6 1.111, H8 1.060, H9 1.146
3 O 0.18997 -2.21691 1.97500  C1 1.394, H7 0.965
4 H 0.03120 -0.98347 0.56452  C1 1.279
5 H -0.82375 -0.49653 2.24524  C1 1.136
6 H -2.04154 -2.92633 0.69191  C2 1.111
7 H 0.31818 -3.05286 1.51031  O3 0.965
8 H -2.79179 -1.36947 0.62539  C2 1.060
9 H -2.54202 -2.21897 2.22323  C2 1.146
10 C 2.32903 1.75206 1.17090  C12 1.463, H21 1.117, H22 1.175, H28 1.092
11 C 0.54378 1.16862 -0.65763  C12 1.446, C13 1.432, C15 1.388
12 C 1.86315 1.12879 -0.06778  C10 1.463, C11 1.446, C14 1.343
13 C 0.45630 0.16142 -1.67146  C11 1.432, C16 1.449, N19 1.397
14 C 2.54412 0.30037 -0.87621  C12 1.343, N19 1.430, H23 1.083
15 C -0.57393 1.91548 -0.31248  C11 1.388, C17 1.387, H20 1.119
16 C -0.82275 -0.34543 -2.12496  C13 1.449, C18 1.387, H25 1.066
17 C -1.76992 1.53560 -0.90275  C15 1.387, C18 1.397, H26 1.110
18 C -1.90201 0.45243 -1.77501  C16 1.387, C17 1.397, H27 1.079
19 N 1.72723 -0.39849 -1.81924  C13 1.397, C14 1.430, H24 0.992
20 H -0.43804 2.71650 0.45722  C15 1.119
21 H 3.26116 2.34619 1.01238  C10 1.117
22 H 2.52482 1.16363 2.16880  C10 1.175
23 H 3.61411 0.14207 -0.82353  C14 1.083
24 H 2.08491 -1.13762 -2.37615  N19 0.992
25 H -0.91960 -1.19350 -2.76350  C16 1.066
26 H -2.63478 2.14779 -0.57162  C17 1.110
27 H -2.91664 0.19806 -2.03900  C18 1.079
28 H 1.57583 2.49200 1.44950  C10 1.092

Its total charge is 0. As for the structure (SMILES): Cc1c[nH]c2ccccc12.CCO. The HOMO energy is -7.93 eV. For the frontier orbital gap, the calculation gives 8.768 eV. The calculation puts the energy above the lowest of the compared OMol25 structures with the same formula, charge and spin at 1.999 eV.

=====

Result set for E: -358.309093 -8716.292790 -558.072385 Ha, one per record in the order listed.